1.
Formula: C52H64AsN5P2SSi3Ta
Source: the OMol25 dataset
Level of theory: the ωB97M-V functional and the def2-TZVPD basis

Results
* E_HOMO: -15.11 eV
* 2S+1: 1
* LUMO energy: -9.12 eV
* frontier orbital gap: 5.995 eV
* DFT total energy: -6535.16933 Ha
* charge: +3
* F_max: 2.68 eV/A

Last column: Löwdin charge in e.
Positions of all 129 atoms, in Å:
Ta -0.0382 -0.0342 -0.5896  1.147
C -2.4187 -0.5812 1.7080  -0.253
P -2.7153 -0.2042 -0.0421  0.972
C -3.4363 -1.7522 -0.6333  -0.376
C -4.5511 -2.2754 0.0259  -0.072
C -5.0925 -3.4797 -0.3848  -0.032
C -4.5324 -4.1664 -1.4555  -0.028
C -3.4270 -3.6503 -2.1128  -0.062
C -2.8801 -2.4449 -1.6998  -0.145
C -4.0290 1.0409 -0.0098  -0.373
C -5.2269 0.8261 -0.6914  -0.101
C -6.2553 1.7510 -0.5985  -0.046
C -6.0999 2.8900 0.1752  -0.036
C -4.9211 3.0957 0.8776  -0.044
C -3.8909 2.1765 0.7920  -0.128
C -1.4451 -1.6955 1.6416  -0.415
C -1.3188 -2.8052 2.4134  0.001
C -0.1371 -3.4745 1.9949  -0.002
C 0.4159 -2.7432 0.9951  -0.410
C 1.7742 -2.8583 0.3994  -0.250
P 1.6833 -2.1179 -1.2690  1.025
C 3.3641 -1.7461 -1.8012  -0.391
C 3.5893 -0.7028 -2.6924  -0.146
C 4.8327 -0.5336 -3.2774  -0.056
C 5.8667 -1.4022 -2.9586  -0.039
C 5.6644 -2.4209 -2.0359  -0.043
C 4.4168 -2.5994 -1.4600  -0.078
C 1.1771 -3.6373 -2.1478  -0.352
C 2.0108 -4.2630 -3.0695  -0.087
C 1.6766 -5.5133 -3.5693  -0.036
C 0.5273 -6.1550 -3.1372  -0.037
C -0.2913 -5.5484 -2.1949  -0.056
C 0.0253 -4.2942 -1.7034  -0.124
N -0.4176 -1.6450 0.6673  -0.191
H -2.0201 0.3077 2.2140  0.092
H -3.3480 -0.8593 2.2090  0.115
H -5.0086 -1.7449 0.8502  0.120
H -5.9548 -3.8818 0.1263  0.123
H -4.9647 -5.1030 -1.7765  0.122
H -2.9948 -4.1811 -2.9491  0.102
H -2.0255 -2.0310 -2.2263  0.041
H -5.3770 -0.0641 -1.2814  0.096
H -7.1826 1.5730 -1.1233  0.122
H -6.9059 3.6041 0.2518  0.123
H -4.8105 3.9682 1.5056  0.120
H -2.9941 2.3469 1.3698  0.061
H -1.9747 -3.0936 3.2160  0.129
H 0.2836 -4.3659 2.4254  0.130
H 2.5344 -2.3468 0.9963  0.082
H 2.0645 -3.9067 0.3033  0.117
H 2.7746 -0.0389 -2.9486  0.049
H 4.9992 0.2749 -3.9751  0.115
H 6.8350 -1.2807 -3.4210  0.122
H 6.4727 -3.0922 -1.7835  0.122
H 4.2604 -3.4281 -0.7819  0.117
H 2.9333 -3.8009 -3.3899  0.103
H 2.3292 -5.9920 -4.2844  0.121
H 0.2799 -7.1332 -3.5214  0.122
H -1.1787 -6.0541 -1.8406  0.119
H -0.6251 -3.8381 -0.9692  0.090
N 0.4427 4.4710 -0.9154  0.125
C 0.6613 3.1552 -0.7739  -0.790
S -0.6602 2.2351 -0.0101  0.666
N 1.7254 2.5773 -1.2082  0.003
N 1.8343 1.3134 -0.5948  -0.130
C 2.9426 1.1655 0.0609  -0.153
C 4.1498 2.0027 -0.0607  -0.174
C 4.1507 3.3810 0.1449  -0.017
C 5.3400 4.0849 0.0752  -0.042
C 6.5276 3.4277 -0.2168  -0.038
C 6.5315 2.0555 -0.4140  -0.039
C 5.3491 1.3409 -0.3191  -0.047
C 2.8392 0.2365 1.1978  -0.214
C 3.8906 -0.0573 2.0504  0.039
C 3.6065 -0.6692 3.2642  0.009
C 2.2871 -0.9172 3.5902  0.014
C 1.2949 -0.6104 2.6678  -0.092
N 1.5562 -0.0622 1.4839  0.043
H -0.3644 4.8999 -0.4943  0.112
H 1.2250 5.0620 -1.1452  0.127
H 3.2375 3.8979 0.4012  0.108
H 5.3426 5.1497 0.2563  0.118
H 7.4513 3.9850 -0.2754  0.122
H 7.4563 1.5392 -0.6277  0.119
H 5.3560 0.2693 -0.4599  0.107
H 4.9008 0.2208 1.7985  0.123
H 4.4032 -0.9060 3.9541  0.133
H 2.0123 -1.3395 4.5446  0.131
H 0.2592 -0.8018 2.8993  0.111
C 2.4720 2.2227 -4.2734  -0.204
Si 0.6842 2.4310 -4.6913  0.557
C -0.2523 3.8843 -4.0226  -0.200
C 0.4395 2.2726 -6.5223  -0.178
As -0.4285 0.4118 -3.0806  0.712
Si -2.6737 1.3216 -3.7845  0.379
C -3.1202 2.7158 -2.6217  -0.203
C -2.6895 2.0618 -5.5049  -0.194
C -3.8714 -0.1004 -3.8400  -0.179
Si -0.1894 -1.2796 -4.8858  0.340
C 1.6145 -1.6378 -5.1960  -0.184
C -1.2159 -2.8041 -4.5871  -0.196
C -0.8105 -0.5619 -6.4990  -0.190
H 3.0033 3.0079 -4.8201  0.064
H 2.8403 1.2753 -4.6556  0.009
H 2.6926 2.3232 -3.2176  0.005
H 0.4597 4.7069 -3.9372  0.057
H -0.7038 3.7378 -3.0496  -0.011
H -1.0199 4.1858 -4.7328  0.041
H 0.5194 3.3188 -6.8397  0.073
H -0.5108 1.9004 -6.8889  0.012
H 1.2439 1.7118 -6.9918  0.053
H -2.9919 3.6663 -3.1384  0.044
H -2.5596 2.7505 -1.6949  -0.040
H -4.1739 2.6277 -2.3602  0.038
H -1.9011 2.7629 -5.7592  -0.007
H -3.6165 2.6426 -5.4774  0.068
H -2.7994 1.3369 -6.3051  0.032
H -4.0870 -0.5594 -2.8840  -0.007
H -3.5619 -0.8840 -4.5303  0.030
H -4.7995 0.3225 -4.2315  0.064
H 2.1580 -2.1061 -4.3876  -0.015
H 2.1585 -0.7476 -5.5015  0.027
H 1.6286 -2.3253 -6.0449  0.066
H -0.9453 -3.3675 -3.7018  -0.008
H -1.0478 -3.4507 -5.4499  0.064
H -2.2813 -2.5829 -4.5559  0.022
H -0.0163 -0.0618 -7.0432  0.021
H -1.6658 0.1007 -6.4421  -0.013
H -1.1150 -1.4193 -7.1003  0.062



2.
Formula: C63H126Br2O29
Source: the OMol25 dataset
Level of theory: the ωB97M-V functional and the def2-TZVPD basis

Results
* E_HOMO: -9.82 eV
* 2S+1: 1
* LUMO energy: 0.11 eV
* frontier orbital gap: 9.922 eV
* DFT total energy: -9806.09392 Ha
* F_max: 4.02 eV/A

Last column: Löwdin charge in e.
Positions of all 220 atoms, in Å:
C -14.8295 8.1919 -5.6822  -0.001
C -16.1009 7.4088 -5.4678  -0.522
O -16.7109 7.0195 -6.4017  0.075
C -16.5702 7.0485 -4.0669  -0.008
H -14.0221 7.4731 -5.5422  0.096
H -14.6364 8.9842 -4.9590  0.058
H -14.7700 8.4839 -6.7307  0.049
H -15.8023 6.9760 -3.2967  0.082
H -17.2316 6.1843 -4.1284  0.084
H -17.2242 7.8639 -3.7581  0.074
C -18.5724 7.8767 -9.8786  0.005
C -18.7454 8.8979 -11.0118  -0.436
O -19.7977 8.9351 -11.6649  0.030
C -17.6029 9.8067 -11.3213  -0.021
H -19.4364 7.7295 -9.2305  0.062
H -17.7987 8.2720 -9.2205  0.060
H -18.2187 6.9095 -10.2357  0.093
H -18.0252 10.7198 -11.7408  0.061
H -16.9646 9.4410 -12.1256  0.089
H -17.0113 9.9876 -10.4239  0.060
C -22.0892 8.8024 -5.9792  -0.011
C -22.5621 7.8897 -7.1396  -0.427
O -23.5520 8.2531 -7.7629  0.046
C -21.6892 6.6609 -7.5021  0.000
H -21.5858 8.2898 -5.1595  0.086
H -22.9633 9.3792 -5.6770  0.047
H -21.3757 9.4919 -6.4303  0.047
H -21.8571 6.3048 -8.5185  0.077
H -21.9797 5.9394 -6.7384  0.085
H -20.6777 6.8802 -7.1604  0.067
O -25.0178 6.8673 -15.2639  0.075
C -24.8342 8.0350 -15.6164  -0.502
O -23.7346 8.7781 -15.3326  -0.007
C -22.6880 8.1800 -14.5381  -0.234
C -21.5636 9.0584 -14.2434  -0.079
C -25.8796 8.8090 -16.3934  0.018
H -22.3139 7.2649 -14.9972  0.136
H -23.1568 7.9504 -13.5813  0.090
H -20.6745 8.5260 -13.9057  0.072
H -21.8781 9.8210 -13.5309  0.059
H -21.2626 9.5438 -15.1718  0.086
H -26.6062 8.1651 -16.8889  0.089
H -25.3502 9.3959 -17.1440  0.084
H -26.3316 9.4642 -15.6488  0.086
O -17.6213 11.8649 -8.6767  0.091
C -18.3380 12.7989 -8.4606  -0.534
O -19.5714 13.0192 -8.9578  -0.025
C -20.2823 12.1341 -9.8304  -0.172
C -21.1020 11.0307 -9.1494  -0.027
C -17.9649 13.8026 -7.4111  0.025
H -19.5260 11.9102 -10.5826  0.106
H -20.9640 12.8516 -10.2870  0.096
H -20.5156 10.1632 -8.8466  0.057
H -21.7104 10.5880 -9.9380  0.074
H -21.7128 11.2932 -8.2855  0.075
H -17.7232 14.7809 -7.8266  0.072
H -17.1735 13.4709 -6.7390  0.083
H -18.8944 13.9444 -6.8597  0.022
O -16.3933 9.9762 -16.8544  0.059
C -16.7288 10.6011 -15.8149  -0.527
O -16.1037 11.6024 -15.2721  -0.002
C -14.8261 11.9521 -15.8096  -0.210
C -14.2244 13.1059 -15.0479  -0.059
C -18.0206 10.3580 -15.0689  0.024
H -14.9554 12.1762 -16.8685  0.129
H -14.1959 11.0640 -15.7618  0.116
H -13.1870 13.2553 -15.3470  0.091
H -14.1613 12.9114 -13.9772  0.044
H -14.8042 14.0256 -15.1261  0.078
H -17.9460 10.6013 -14.0090  0.054
H -18.3105 9.3192 -15.2268  0.092
H -18.8066 11.0148 -15.4418  0.089
O -16.8041 15.3187 -10.4598  0.073
C -15.8382 14.6940 -10.8965  -0.487
O -14.5792 14.8484 -10.4765  -0.004
C -14.1476 15.9066 -9.6297  -0.207
C -14.1430 15.4006 -8.2355  -0.076
C -15.9736 13.7491 -12.0878  0.046
H -14.9360 16.6537 -9.5374  0.094
H -13.2550 16.3923 -10.0239  0.135
H -15.1495 15.3252 -7.8239  0.063
H -13.7016 16.1572 -7.5867  0.081
H -13.6422 14.4530 -8.0370  0.081
H -15.1904 13.0123 -11.9093  0.064
H -15.8830 14.2508 -13.0512  0.085
H -16.9334 13.2476 -11.9641  0.080
O -18.8029 17.4793 -1.0745  0.075
C -18.1221 17.7134 -2.0836  -0.477
O -18.3699 17.1934 -3.3296  -0.029
C -19.2039 16.1064 -3.5516  -0.262
C -18.3919 14.8197 -3.5485  -0.081
C -17.1753 18.8616 -2.1533  0.025
H -19.6466 16.1374 -4.5472  0.085
H -20.0981 16.0535 -2.9305  0.125
H -19.1081 14.0010 -3.6188  0.033
H -17.8814 14.6260 -2.6052  0.087
H -17.7377 14.7624 -4.4185  0.065
H -17.5057 19.7580 -2.6781  0.101
H -16.3309 18.4772 -2.7253  0.059
H -16.9162 19.0624 -1.1137  0.095
O -27.8688 8.6108 -6.7401  0.075
C -26.7061 8.7235 -6.3523  -0.492
O -25.8454 9.6125 -6.9769  -0.070
C -26.2976 10.3100 -8.1403  -0.197
C -25.1621 11.2758 -8.6045  -0.048
C -26.1168 7.9479 -5.2511  0.010
H -27.1966 10.9138 -8.0160  0.120
H -26.4849 9.5050 -8.8509  0.121
H -25.4999 11.9269 -9.4108  0.069
H -24.3272 10.7152 -9.0249  0.048
H -24.7854 11.8751 -7.7757  0.061
H -26.0538 6.8916 -5.5127  0.101
H -26.8122 8.0344 -4.4163  0.096
H -25.1619 8.3947 -4.9740  0.047
O -12.5728 11.9315 -11.8784  0.078
C -13.1858 10.8633 -11.8296  -0.568
O -13.7309 10.3635 -10.7445  0.012
C -13.8143 11.1373 -9.5743  -0.216
C -14.2454 10.1928 -8.4559  -0.065
C -13.3235 10.0408 -13.0216  0.024
H -14.5045 11.9763 -9.6624  0.114
H -12.8410 11.5634 -9.3311  0.126
H -14.2956 10.6327 -7.4598  0.077
H -13.5244 9.3884 -8.3104  0.078
H -15.1894 9.7261 -8.7376  0.068
H -13.0385 8.9954 -12.9033  0.103
H -12.7273 10.5856 -13.7536  0.095
H -14.3718 10.0600 -13.3193  0.087
O -23.3685 13.2546 -11.6253  0.062
C -23.3539 12.3494 -12.4618  -0.446
O -22.5998 12.4190 -13.6099  -0.036
C -21.7625 13.5008 -14.0165  -0.210
C -20.4946 13.5009 -13.2078  -0.059
C -24.2292 11.1110 -12.2385  0.041
H -22.2682 14.4663 -14.0032  0.127
H -21.5746 13.2587 -15.0625  0.122
H -20.7009 13.7658 -12.1708  0.062
H -19.8427 14.2258 -13.6954  0.083
H -19.9085 12.5824 -13.2390  0.069
H -24.5279 11.2398 -11.1981  0.053
H -23.6678 10.1796 -12.3110  0.050
H -25.0176 11.1011 -12.9911  0.099
O -18.8894 11.8311 -4.4373  0.062
C -18.1278 11.0318 -4.9773  -0.442
O -16.7479 10.8994 -4.8110  -0.017
C -16.0709 11.8585 -4.0140  -0.244
C -14.8380 11.2611 -3.3623  -0.071
C -18.6652 10.1990 -6.0834  0.017
H -16.6819 12.1446 -3.1578  0.117
H -15.8228 12.8105 -4.4833  0.108
H -14.0401 10.9488 -4.0361  0.064
H -15.1709 10.3338 -2.8960  0.078
H -14.2970 11.8927 -2.6577  0.083
H -17.9895 10.0234 -6.9205  0.080
H -19.4936 10.7767 -6.4935  0.074
H -18.9379 9.1951 -5.7582  0.089
O -24.3649 3.3957 -12.0952  0.081
C -23.6885 3.9705 -11.2300  -0.516
O -23.5988 5.3147 -10.9591  -0.035
C -24.4863 6.2166 -11.6844  -0.175
C -24.2338 7.6569 -11.1968  -0.068
C -22.8387 3.2125 -10.3289  0.001
H -25.5453 5.9831 -11.5749  0.129
H -24.1623 6.0182 -12.7060  0.106
H -23.1873 7.9613 -11.2103  0.073
H -24.5263 7.8256 -10.1604  0.058
H -24.8494 8.3498 -11.7704  0.067
H -23.3926 2.3422 -9.9771  0.100
H -22.5207 3.7847 -9.4574  0.073
H -21.8998 3.0055 -10.8425  0.100
O -13.9525 18.1595 -3.6998  0.075
C -13.8020 16.9572 -3.5008  -0.464
O -12.7440 16.3375 -2.8850  -0.021
C -11.7579 17.1548 -2.2385  -0.214
C -10.8836 17.9155 -3.2521  -0.071
C -14.9029 16.0112 -4.0125  0.033
H -11.1319 16.5293 -1.6022  0.121
H -12.2463 17.9192 -1.6342  0.117
H -10.3120 18.6411 -2.6734  0.081
H -11.3772 18.5260 -4.0083  0.068
H -10.4124 17.1247 -3.8358  0.077
H -15.8674 16.4536 -3.7632  0.059
H -14.9009 15.0189 -3.5616  0.069
H -14.8400 15.8592 -5.0900  0.076
O -19.2354 20.5049 -9.0312  0.053
C -20.0625 19.8354 -8.3698  -0.467
O -19.9143 18.4966 -8.1130  -0.044
C -18.9190 17.7093 -8.7663  -0.203
C -17.4879 17.9712 -8.2534  -0.042
C -21.2795 20.3421 -7.6106  0.034
H -18.9546 17.9231 -9.8345  0.102
H -19.2432 16.6909 -8.5520  0.112
H -17.4204 17.7667 -7.1849  0.075
H -17.3492 19.0411 -8.4094  0.070
H -16.6538 17.4676 -8.7421  0.043
H -20.9404 20.4619 -6.5816  0.095
H -22.0640 19.5914 -7.7065  0.069
H -21.5026 21.2765 -8.1257  0.093
O -22.8052 18.6586 -10.5415  0.082
C -21.8526 17.9521 -10.8249  -0.507
O -21.8395 16.6457 -10.4262  -0.026
C -22.8844 16.0342 -9.6326  -0.209
C -22.8270 16.3940 -8.1696  -0.065
C -20.7499 18.4215 -11.7229  0.017
H -22.8428 14.9587 -9.8051  0.098
H -23.8447 16.2240 -10.1120  0.121
H -23.6565 15.9470 -7.6217  0.077
H -22.7946 17.4599 -7.9437  0.064
H -21.9287 15.8981 -7.8019  0.028
H -19.9960 17.6632 -11.9344  0.082
H -20.2825 19.3015 -11.2810  0.082
H -21.1870 18.6962 -12.6829  0.094
Br -24.4658 11.1350 -3.5065  0.643
C -23.7508 12.6015 -4.6060  -0.644
C -22.2256 12.5904 -4.4685  -0.644
Br -21.4037 13.9233 -5.6601  0.742
H -24.2716 13.5245 -4.3511  0.062
H -24.0960 12.3690 -5.6135  0.027
H -21.7532 11.6645 -4.7966  0.025
H -21.8276 12.8235 -3.4809  0.060